Record 1
C9H19AlFO11P | ωB97M-V/def2-TZVPD

Summary:
- frontier orbital gap (eV) = 4.3
- calculated total energy (Eh) = -1865.53322
- HOMO level (eV) = -1.7

ORCA input file:
```
! RIJCOSX wB97M-V def2-TZVPD def2/J DEFGRID3
* xyz -2 1
Al 13.05785 -7.20974 14.07822
P 15.52593 -6.74227 12.32887
O 14.56518 -5.52040 12.60827
O 14.62018 -7.91421 11.77934
O 15.75702 -7.32926 13.78313
O 16.75466 -6.53178 11.53960
C 9.28900 -6.38564 15.92712
O 10.47819 -6.90731 15.47004
H 9.32572 -6.01760 16.97395
H 8.97231 -5.43752 15.44178
H 8.51996 -7.16205 15.79470
F 13.68962 -9.88816 15.05677
C 8.17444 -8.04343 12.92605
C 8.39744 -7.23579 11.62253
O 8.79048 -5.88944 11.73086
C 9.99912 -5.56066 12.26687
O 10.98489 -6.22035 12.21445
O 9.81304 -4.37008 12.81516
C 10.79205 -3.92384 13.75392
H 8.05947 -9.07761 12.61022
H 7.42118 -7.65280 13.60973
H 9.08535 -7.89694 13.51699
H 7.52556 -7.26429 10.96562
H 9.17508 -7.70619 11.00981
H 10.75213 -4.43106 14.71740
H 10.75993 -2.86506 14.01149
H 11.74710 -4.14148 13.27412
C 11.02799 -4.04174 19.06902
C 11.48673 -4.42841 17.69532
O 12.66164 -3.59989 17.42347
C 13.29672 -3.75311 16.27030
O 13.07947 -4.57051 15.41200
O 14.37106 -2.98370 16.32873
C 15.06137 -2.69284 15.10387
H 10.48718 -4.86046 19.55118
H 10.38748 -3.16701 19.16799
H 11.89300 -3.94954 19.72924
H 10.85191 -4.15384 16.85016
H 11.68035 -5.48768 17.51913
H 16.03493 -2.32152 15.39973
H 14.43948 -2.05846 14.46764
H 15.13853 -3.55456 14.43299
*
```


Record 2
C2H4N2O | ωB97M-V/def2-TZVPD

Summary:
- frontier orbital gap (eV) = 10.0
- calculated total energy (Eh) = -263.21994
- HOMO level (eV) = -9.1

ORCA input file:
```
! RIJCOSX wB97M-V def2-TZVPD def2/J DEFGRID3
* xyz 0 1
C -0.44893 0.07206 0.77075
C 0.44595 0.57230 -0.57875
O -0.06165 1.42368 0.42208
N -0.97569 -0.13121 -0.58168
N 0.95688 -0.34339 0.44338
H -0.98188 -1.10763 -0.88056
H 1.05044 -1.31310 0.14265
H -0.95371 -0.12613 1.70828
H 0.96858 0.95343 -1.44616
*
```


Q: The lowest frontier orbital gap belongs to which entry?
A: C9H19AlFO11P


What did the second record say?
C2H4N2O | ωB97M-V/def2-TZVPD

Summary:
- frontier orbital gap (eV) = 10.0
- calculated total energy (Eh) = -263.21994
- HOMO level (eV) = -9.1

ORCA input file:
```
! RIJCOSX wB97M-V def2-TZVPD def2/J DEFGRID3
* xyz 0 1
C -0.44893 0.07206 0.77075
C 0.44595 0.57230 -0.57875
O -0.06165 1.42368 0.42208
N -0.97569 -0.13121 -0.58168
N 0.95688 -0.34339 0.44338
H -0.98188 -1.10763 -0.88056
H 1.05044 -1.31310 0.14265
H -0.95371 -0.12613 1.70828
H 0.96858 0.95343 -1.44616
*
```